DFT (wB97M-V/def2-TZVPD) results for a cluster of 14 separate species, C77H173F6N9O20S2 in total.

```
287
Properties=species:S:1:pos:R:3:forces:R:3:lowdin_charge:R:1
C -3.701200 5.658145 -2.777371 -0.554 0.192 1.576 -0.05
O -3.128101 5.273786 -1.497510 0.527 -0.366 -0.058 -0.25
C -3.915409 5.446428 -0.303197 -1.354 -1.040 -1.280 -0.16
C -4.048772 4.132862 0.535822 -0.273 0.956 0.241 -0.07
N -4.583594 2.940725 -0.256277 1.181 0.375 0.559 0.09
H -5.510027 3.189054 -0.572765 -0.446 -0.036 -0.124 0.18
H -4.016936 2.822166 -1.083878 0.432 -0.300 -0.330 0.12
C -4.663506 1.634962 0.557666 -0.882 0.341 -0.574 -0.04
C -5.140811 0.466025 -0.355157 0.746 0.419 0.673 -0.15
O -4.376874 0.539942 -1.549861 0.826 1.286 -0.334 -0.21
C -4.128361 -0.599666 -2.326909 -0.594 -1.266 1.208 -0.09
H -4.009982 6.700078 -2.692997 0.002 0.103 -0.387 0.10
H -4.589735 5.052585 -2.956015 -0.136 -0.044 -0.213 0.08
H -2.996297 5.507614 -3.595022 0.171 -0.041 0.392 0.08
H -4.936372 5.704300 -0.584702 -0.343 -0.083 -0.426 0.12
H -3.661947 6.344958 0.259396 0.752 -0.433 0.389 0.12
H -4.832143 4.301084 1.274830 0.234 0.109 0.317 0.12
H -3.155665 3.882068 1.108154 -0.041 -0.423 -0.399 0.11
H -5.453789 1.909617 1.256323 0.306 -0.536 0.559 0.13
H -3.717918 1.502279 1.083347 -0.171 0.042 -0.220 0.11
H -6.215091 0.594302 -0.487751 -0.120 -0.109 -0.614 0.14
H -4.997675 -0.508341 0.111996 -0.038 -0.062 0.405 0.11
H -3.550295 -1.396743 -1.859364 0.549 0.197 0.987 0.07
H -3.502379 -0.355761 -3.185250 -0.877 0.261 -0.342 0.07
H -5.075078 -1.134366 -2.403943 -0.182 0.106 -1.351 0.11
C 0.722429 -2.674965 -9.916966 -0.416 -0.105 0.723 -0.02
O 1.008944 -3.337010 -8.658370 -1.353 0.513 -0.124 -0.20
C 2.259041 -3.850944 -8.477350 0.685 -1.214 1.176 -0.23
C 2.210121 -4.764063 -7.196714 -1.765 0.202 0.269 -0.01
N 1.731948 -3.986347 -5.901920 1.631 0.914 -1.591 0.07
H 0.852100 -3.490888 -5.924333 -0.622 0.007 -1.186 0.16
H 1.604846 -4.585949 -5.099161 0.278 -0.540 0.178 0.15
C 2.789726 -2.957370 -5.518287 -1.598 -0.286 2.563 -0.02
C 2.075575 -2.027072 -4.447190 0.655 0.799 -0.648 -0.18
O 1.380206 -2.688842 -3.428817 0.951 -1.938 -1.089 -0.18
C 0.889185 -1.780369 -2.527615 -0.982 1.265 1.883 -0.13
H -0.366797 -2.651454 -9.950494 0.127 0.024 -0.164 0.10
H 1.093681 -3.216210 -10.787208 0.191 -0.068 0.159 0.10
H 1.081842 -1.646354 -9.886937 0.233 -0.079 -0.138 0.07
H 3.014621 -3.071531 -8.378767 0.311 0.062 -0.026 0.12
H 2.538541 -4.517214 -9.293470 0.292 -0.124 -0.117 0.14
H 3.086401 -5.361446 -6.944997 0.440 0.768 0.077 0.14
H 1.441261 -5.532420 -7.277924 -0.214 0.185 -0.562 0.13
H 3.221344 -2.371639 -6.329908 -0.453 -0.320 -0.095 0.13
H 3.500306 -3.671193 -5.101590 0.733 0.922 0.315 0.14
H 1.359220 -1.325430 -4.874568 -0.287 -0.203 -1.209 0.12
H 2.721976 -1.281868 -3.983579 1.030 -0.393 -0.060 0.13
H 1.505412 -0.888812 -2.411445 0.315 -0.067 0.021 0.06
H 0.782698 -2.238408 -1.544273 0.177 -0.143 -0.001 0.10
H -0.097213 -1.375758 -2.754338 -0.337 -0.147 -0.534 0.09
C 5.601721 -0.636377 0.344539 -0.769 0.535 -0.900 -0.07
O 4.347711 -0.000046 0.529303 -2.000 0.264 -1.154 -0.22
C 3.430723 0.064993 -0.631512 -0.216 1.830 2.111 -0.17
C 3.672263 1.279022 -1.570093 1.907 0.499 0.518 -0.06
N 3.792231 2.672628 -0.795121 1.586 -2.323 0.325 0.13
H 3.627054 3.358707 -1.517698 -0.252 0.821 -1.147 0.08
H 3.023855 2.611508 -0.142470 -0.504 0.644 0.581 0.09
C 5.151161 2.989478 -0.094971 0.186 0.591 0.235 -0.04
C 5.410164 4.463272 0.351930 -1.954 -0.041 0.046 -0.17
O 4.485003 4.839675 1.361032 -0.587 -0.504 0.646 -0.26
C 4.587030 6.199714 1.793036 -1.091 -0.902 -0.845 -0.07
H 6.174884 -0.505345 1.262370 -0.002 -0.234 -0.264 0.09
H 6.018894 -0.099266 -0.507269 0.945 -0.453 -0.044 0.09
H 5.386470 -1.681122 0.120299 0.669 -0.143 0.086 0.06
H 2.494191 0.236067 -0.100712 -0.133 0.173 -0.141 0.08
H 3.195818 -0.844843 -1.183903 0.998 -0.359 -0.142 0.10
H 2.985537 1.456373 -2.397772 -0.660 -0.072 0.627 0.09
H 4.594439 1.138283 -2.133918 0.426 0.358 0.379 0.11
H 5.930471 2.830020 -0.840181 -0.187 -0.521 -0.001 0.12
H 5.240440 2.370886 0.798047 -0.084 -0.336 -0.430 0.11
H 5.193882 5.106107 -0.501344 0.633 0.231 -0.352 0.11
H 6.373105 4.657956 0.824099 0.613 -0.622 -0.884 0.14
H 3.637020 6.367859 2.300289 0.204 0.215 0.357 0.08
H 4.539619 6.788677 0.877078 0.532 0.630 0.163 0.08
H 5.434881 6.403472 2.447049 0.127 0.031 -0.223 0.10
C -4.499803 3.122648 -5.719995 0.547 -0.382 -0.141 -0.06
O -3.221419 3.258923 -5.043139 -0.273 -1.078 0.188 -0.23
C -3.064750 2.159210 -4.092476 0.184 1.922 -0.453 -0.17
C -1.545816 2.059617 -3.743812 -1.454 -1.615 -0.238 -0.05
N -0.698065 1.929073 -5.007173 1.240 1.034 0.557 0.10
H -0.730847 1.108951 -5.595735 -0.777 -0.848 0.257 0.16
H -1.114704 2.644442 -5.585767 0.253 0.829 -0.671 0.16
C 0.832603 2.088943 -4.760325 -0.163 -0.501 -0.561 -0.04
C 1.697490 2.016873 -6.053403 -0.639 0.530 0.400 -0.20
O 1.277353 0.969886 -6.903539 0.416 -0.042 -1.217 -0.20
C 2.179206 0.892810 -8.063195 -0.468 -0.098 -0.376 -0.05
H -4.459496 2.168297 -6.245054 -0.231 0.036 -0.328 0.09
H -4.654407 3.938403 -6.426210 0.311 -0.028 0.181 0.10
H -5.355491 3.070636 -5.046786 0.142 0.208 0.370 0.09
H -3.606191 1.271585 -4.419681 0.643 -0.295 -0.531 0.10
H -3.654048 2.462177 -3.227008 0.461 -0.147 0.547 0.11
H -1.378245 1.160225 -3.151273 0.127 0.181 0.205 0.12
H -1.268639 2.922878 -3.138783 0.453 -0.013 -0.407 0.11
H 1.128143 1.226221 -4.163279 -0.422 0.204 0.505 0.11
H 0.954815 3.028705 -4.221798 0.412 -0.194 0.012 0.12
H 2.744648 1.801886 -5.840432 0.073 0.560 0.748 0.14
H 1.616065 2.999729 -6.517586 0.181 -0.007 -0.492 0.13
H 1.694922 0.407289 -8.910457 -0.460 -0.212 0.448 0.07
H 3.109105 0.351152 -7.890031 -0.050 -0.117 0.663 0.09
H 2.480219 1.849904 -8.489178 -0.257 0.439 0.572 0.10
C -1.010791 5.965779 2.105095 0.651 -0.727 -0.682 -0.05
C -0.886713 6.299769 0.595253 -0.812 1.036 0.374 -0.25
C 0.520027 6.556831 0.203891 1.797 0.498 -1.052 -0.11
N 0.856039 6.762024 -1.364271 -2.922 -0.052 1.546 -0.18
C -0.139945 7.876452 -1.942446 1.039 -1.022 -0.969 -0.04
C 0.268246 8.174309 -3.420723 0.193 0.040 0.679 -0.16
C 1.741600 8.562412 -3.567684 0.854 0.451 0.832 -0.17
C 2.763874 7.564704 -2.936662 -2.137 -1.090 -0.098 -0.12
C 2.340757 7.117628 -1.488626 -0.264 0.178 -0.745 -0.08
C 0.455525 5.424565 -2.006761 0.892 1.065 -0.903 0.00
H -0.713556 6.758580 2.791550 -0.024 0.332 -0.370 0.09
H -0.316502 5.145115 2.285585 -0.239 -0.392 0.339 0.06
H -2.032748 5.682632 2.357165 0.100 -0.158 0.004 0.07
H -1.469289 7.217758 0.517757 -0.211 0.018 -0.686 0.11
H -1.248463 5.531641 -0.088285 -0.516 -0.114 0.569 0.07
H 1.092955 5.670086 0.475065 0.406 0.054 -0.051 0.11
H 0.942774 7.446109 0.671394 0.003 -0.050 0.104 0.13
H -0.179758 8.756417 -1.300436 0.707 -0.042 0.055 0.14
H -1.143009 7.453069 -1.890350 0.161 -0.305 0.004 0.11
H -0.323204 8.988944 -3.838632 -0.171 0.148 0.399 0.12
H 0.022809 7.346368 -4.085836 0.044 -0.330 0.216 0.10
H 1.900948 9.529718 -3.091227 -0.164 0.226 0.041 0.12
H 1.949536 8.732957 -4.623989 0.180 -0.201 0.019 0.12
H 3.818411 7.827351 -3.020662 -0.217 0.393 0.362 0.12
H 2.651840 6.673799 -3.554588 0.314 -0.373 0.092 0.07
H 2.519260 7.874324 -0.724662 -0.091 0.231 -0.177 0.13
H 2.869350 6.220895 -1.165265 0.068 -0.081 -0.192 0.11
H 1.074848 4.626754 -1.596832 0.137 0.218 -0.221 0.09
H 0.614180 5.620026 -3.067289 0.418 -0.649 -0.004 0.09
H -0.592900 5.139488 -1.919313 -0.014 0.599 0.659 0.07
C -0.552206 -0.347074 6.001848 0.369 -0.426 -0.142 -0.07
C 0.399151 0.474945 5.160625 0.251 0.851 -1.009 -0.25
C 1.092675 1.544178 5.977260 1.216 0.481 0.606 -0.10
N 2.144405 2.471516 5.259801 -2.058 -0.268 -1.232 -0.22
C 3.101511 1.625636 4.358587 0.642 0.198 0.879 -0.07
C 4.238889 2.418131 3.695687 -0.929 0.065 0.435 -0.16
C 4.977236 3.103213 4.825683 0.375 -0.613 0.592 -0.18
C 4.124163 3.960254 5.763054 -0.837 1.443 -1.124 -0.14
C 2.789318 3.337442 6.313257 2.965 -1.305 -0.656 -0.07
C 1.368042 3.349648 4.315660 0.000 0.789 -0.191 0.00
H -1.441579 0.190216 6.331162 -0.009 -0.057 -0.169 0.08
H -0.020984 -0.750086 6.864105 -0.020 0.139 0.217 0.09
H -0.775864 -1.227538 5.399477 -0.608 0.041 0.103 0.07
H -0.064105 0.930284 4.285316 -0.694 0.179 0.252 0.07
H 1.087705 -0.189061 4.638052 0.513 -0.149 0.620 0.11
H 1.583908 1.083746 6.834462 0.640 -0.212 -0.264 0.13
H 0.457343 2.256923 6.503047 -0.613 0.037 -0.571 0.13
H 3.573908 0.979463 5.098448 -0.091 -0.458 -0.203 0.14
H 2.520801 1.047782 3.639590 -0.233 0.206 0.316 0.12
H 4.896859 1.739650 3.152695 -0.039 -0.437 0.339 0.11
H 3.898803 3.080893 2.899960 -0.259 0.372 0.267 0.09
H 5.401406 2.336425 5.473923 0.301 -0.388 -0.203 0.12
H 5.830830 3.649422 4.424256 -0.122 0.342 0.251 0.12
H 4.759797 4.319311 6.572474 -0.301 -0.191 0.247 0.13
H 3.908064 4.851454 5.173840 -0.349 0.353 0.142 0.10
H 3.206256 2.627538 7.027611 -0.631 -0.118 0.447 0.13
H 2.074561 4.008972 6.788933 0.067 -0.048 -0.352 0.14
H 0.633195 3.999004 4.791527 -0.087 -0.483 0.638 0.11
H 0.843873 2.760321 3.563310 0.319 -0.029 0.028 0.09
H 2.044518 4.071298 3.857742 0.217 -0.426 -0.269 0.10
C -4.044220 -6.835482 -6.112236 -1.268 -0.587 -0.755 -0.10
C -3.194499 -7.028864 -4.892060 1.369 0.728 1.256 -0.23
C -3.729939 -6.523707 -3.479586 -0.095 -0.059 -1.712 -0.09
N -2.876271 -6.985504 -2.289677 1.423 -0.068 -1.300 -0.19
C -3.302723 -6.181192 -1.025478 0.710 -0.857 0.021 -0.07
C -3.030392 -4.702023 -1.171325 0.560 0.810 0.096 -0.16
C -1.542378 -4.375601 -1.460622 -0.299 -1.066 -1.800 -0.15
C -1.073366 -5.168021 -2.755912 -0.992 1.335 0.664 -0.17
C -1.384566 -6.638277 -2.560700 0.489 0.363 0.181 -0.13
C -2.971959 -8.550156 -2.217453 -1.119 0.789 1.237 0.06
H -4.952783 -7.437634 -6.106238 -0.408 0.478 0.295 0.09
H -3.607160 -7.177212 -7.050478 0.782 -0.285 0.313 0.09
H -4.224969 -5.787024 -6.349212 -0.448 0.058 0.502 0.08
H -2.305741 -6.476900 -5.197933 0.494 0.189 0.701 0.09
H -2.825238 -8.038532 -4.712295 -0.365 -0.275 -0.469 0.10
H -4.754262 -6.888775 -3.404789 0.117 -0.429 0.646 0.14
H -3.866354 -5.443154 -3.436007 0.493 -0.107 -0.065 0.11
H -4.323897 -6.469085 -0.775624 -0.028 0.276 -0.171 0.15
H -2.639152 -6.505789 -0.223971 -0.103 -0.558 -0.009 0.14
H -3.716802 -4.244890 -1.884048 0.129 0.214 0.119 0.11
H -3.186863 -4.213329 -0.209656 -0.828 -0.221 0.092 0.13
H -1.383340 -3.310581 -1.629552 -0.217 -0.007 0.133 0.09
H -0.924137 -4.671679 -0.613150 0.048 -0.089 0.101 0.10
H -1.544503 -4.725262 -3.633466 -0.235 -0.035 -0.094 0.11
H -0.005550 -4.996240 -2.891382 0.196 -0.402 0.043 0.09
H -0.968517 -7.287699 -3.330931 -0.520 0.062 -0.146 0.12
H -0.744952 -6.780376 -1.689606 -0.734 -1.123 0.574 0.13
H -2.083929 -9.146719 -2.426259 0.277 0.817 -0.282 0.11
H -3.791992 -8.865108 -2.862779 0.164 0.087 0.089 0.10
H -3.251999 -8.774101 -1.188113 -0.056 -0.026 -0.029 0.11
C 1.740834 -2.615069 1.585466 1.119 -0.546 0.160 -0.08
C 2.147208 -3.979262 1.048919 1.557 -1.133 -0.347 -0.20
C 3.623523 -4.090531 0.467887 -0.507 -0.625 -0.279 -0.07
N 4.029167 -5.496018 -0.154907 -0.560 -0.434 0.598 -0.19
C 5.464520 -5.308530 -0.757157 -0.352 -0.511 0.344 -0.07
C 6.204301 -6.636534 -1.059770 -0.222 -1.775 0.861 -0.11
C 6.180206 -7.745278 0.115701 0.708 2.021 -0.213 -0.16
C 4.773107 -7.911752 0.603472 -0.961 0.126 0.185 -0.18
C 4.030665 -6.602732 0.956055 0.684 0.041 -0.082 -0.08
C 2.954455 -5.955917 -1.196313 1.256 0.427 0.777 0.02
H 1.947871 -1.822226 0.866692 -0.753 0.172 0.027 0.05
H 2.389273 -2.410322 2.437350 0.100 0.125 0.051 0.08
H 0.745935 -2.746025 2.011056 -0.229 0.674 -0.497 0.08
H 1.479308 -4.385841 0.289499 -0.305 0.382 -0.144 0.06
H 2.037741 -4.643855 1.905918 0.310 -0.314 -0.056 0.11
H 4.422085 -3.838773 1.165750 -0.171 -0.305 0.484 0.09
H 3.801227 -3.419482 -0.372482 -0.435 0.180 -0.208 0.10
H 6.012136 -4.640492 -0.092370 -0.050 -0.393 0.661 0.12
H 5.346984 -4.677095 -1.637817 -0.237 -0.345 -0.355 0.12
H 7.257507 -6.472832 -1.287927 -0.181 0.468 -0.166 0.12
H 5.747132 -7.120823 -1.922650 0.017 0.137 -0.277 0.10
H 6.896557 -7.420112 0.870152 -0.574 0.867 0.647 0.12
H 6.682426 -8.707296 0.013675 -0.443 -0.180 -1.504 0.12
H 4.793705 -8.485798 1.529826 -0.220 -0.025 0.084 0.13
H 4.168459 -8.493110 -0.092598 0.109 -0.157 -0.245 0.11
H 4.525292 -6.277430 1.871273 -0.050 1.035 -0.205 0.13
H 2.974898 -6.753290 1.181418 0.123 -0.170 0.001 0.12
H 2.842081 -5.170521 -1.943727 0.065 0.009 0.044 0.08
H 2.006726 -6.137946 -0.689575 0.214 0.243 0.146 0.08
H 3.238170 -6.902765 -1.655753 0.374 0.192 0.054 0.10
C -3.208606 -3.191196 4.749444 -0.520 -1.719 -0.306 -0.10
C -3.956133 -2.241066 5.638588 0.744 1.904 0.106 -0.23
C -4.283145 -2.721521 7.090006 -1.464 1.415 -2.214 -0.06
N -5.251849 -1.713153 7.837933 0.679 0.523 2.305 -0.21
C -6.599267 -1.410399 7.115564 -0.172 0.351 0.111 -0.05
C -7.715513 -0.687406 8.024467 1.478 -1.493 -1.094 -0.14
C -7.986377 -1.514089 9.253790 1.283 -0.517 1.326 -0.17
C -6.634444 -1.831015 10.084879 -0.788 2.012 -0.948 -0.13
C -5.502882 -2.405000 9.200068 -2.827 -1.128 -0.156 -0.13
C -4.566625 -0.384868 8.173072 0.708 -0.510 -1.692 0.02
H -3.839605 -3.695116 4.017336 -0.584 -0.322 0.397 0.08
H -2.809464 -3.959203 5.411986 0.810 -0.210 -0.545 0.08
H -2.512933 -2.748138 4.036818 0.573 0.370 0.769 0.07
H -4.729558 -1.799799 5.009948 -0.606 -0.030 0.768 0.09
H -3.234641 -1.433253 5.760985 -0.233 0.467 0.237 0.08
H -3.330692 -2.809045 7.612765 -0.434 -0.030 0.456 0.13
H -4.835269 -3.656304 6.992851 0.050 -0.036 0.598 0.13
H -6.851970 -2.367722 6.659738 -0.661 -0.142 0.504 0.13
H -6.419597 -0.778827 6.245545 0.610 0.228 0.234 0.12
H -8.636785 -0.608201 7.447334 0.167 -0.199 -0.344 0.12
H -7.440320 0.348779 8.221150 0.324 -0.120 0.182 0.11
H -8.446853 -2.467328 8.994177 -0.084 0.010 -0.161 0.11
H -8.707461 -0.948719 9.844121 0.149 -0.285 0.440 0.12
H -6.774075 -2.453687 10.968542 -0.199 -0.502 -0.423 0.12
H -6.346488 -0.888830 10.551229 0.272 0.275 -0.155 0.10
H -5.964315 -3.348239 8.907706 0.342 -0.369 -0.245 0.12
H -4.657058 -2.687163 9.827020 0.624 0.696 -0.704 0.14
H -3.637055 -0.614889 8.693732 -0.173 0.050 0.165 0.11
H -5.155759 0.372609 8.690032 -0.348 -0.731 0.176 0.11
H -4.330641 0.039090 7.197025 0.145 0.318 -0.009 0.07
C -6.279784 -1.459668 2.612300 0.812 0.034 -0.608 -0.03
C -6.725506 -2.528454 1.661780 -0.761 -3.360 -2.211 -0.83
O -7.824643 -3.060614 1.718437 -2.677 0.921 2.516 -0.04
O -6.028096 -3.009846 0.711378 3.737 1.739 -0.617 -0.16
H -6.747396 -0.564275 2.202785 -0.162 0.331 0.771 0.08
H -5.199981 -1.339852 2.524199 0.166 0.125 0.058 0.05
H -6.510822 -1.709774 3.647754 -0.478 0.351 -0.188 0.06
C 4.926179 5.240690 -4.715990 -1.081 0.188 0.231 -0.01
C 4.519957 4.214929 -3.676669 2.270 -1.575 0.868 -0.75
O 5.399145 3.491087 -3.144826 0.869 0.339 -0.615 -0.05
O 3.358261 4.093881 -3.259236 -3.409 0.798 0.108 -0.10
H 5.566582 4.837114 -5.500277 0.266 0.209 0.423 0.09
H 5.341642 6.056801 -4.124837 0.706 -0.045 -0.343 0.08
H 4.040892 5.689117 -5.166836 -0.115 -0.181 -0.214 0.06
C -2.599635 3.056279 5.095100 -0.854 1.034 -0.047 -0.04
C -3.994249 2.656747 4.537104 -1.184 -1.013 -0.315 -0.73
O -4.620711 1.763956 5.170771 0.799 0.463 -0.129 -0.09
O -4.403395 3.201510 3.460133 1.033 -0.090 0.491 -0.11
H -2.583952 3.053376 6.184985 0.054 -0.714 0.023 0.07
H -2.466397 4.115939 4.877218 0.362 0.042 -0.493 0.06
H -1.821810 2.450121 4.630711 0.076 -0.002 0.140 0.03
C -0.687049 0.914499 1.234857 1.834 1.590 -1.805 -0.57
F -1.290505 -0.060329 0.573247 -0.871 0.251 0.539 0.14
F -1.492618 1.645085 2.039753 0.990 -1.576 -0.602 0.13
F 0.372812 0.334609 1.854922 -1.073 0.767 0.445 0.10
S 0.101181 2.115798 -0.149485 0.295 2.005 -0.953 0.58
O 1.159216 2.951295 0.527049 -1.765 -1.885 -0.613 -0.36
O 0.628902 1.227251 -1.204397 -0.314 -0.006 1.266 -0.36
O -0.985901 2.957243 -0.718202 0.623 -1.218 1.401 -0.36
C 5.550443 -1.772358 4.109303 0.019 0.176 -0.447 -0.60
F 4.476176 -1.278591 3.432969 -0.464 -0.808 -0.077 0.06
F 6.418840 -0.748824 3.980867 0.250 -0.440 1.082 0.10
F 5.132679 -1.993891 5.378137 0.815 0.573 -1.064 0.12
S 6.313208 -3.339748 3.364044 2.490 -2.838 0.652 0.56
O 5.228998 -4.339430 3.508900 0.364 1.441 -0.598 -0.37
O 6.648197 -3.030336 1.937876 -1.024 0.087 2.053 -0.38
O 7.494229 -3.674185 4.230865 -2.938 1.660 -2.076 -0.32
```
Forces are in eV/Å.

The value obtained for the total energy is -174946.0115 eV. For the highest occupied orbital energy, the calculation gives -11.36 eV. As for the net charge: +4. Its HOMO-LUMO gap is 3.446 eV. The value obtained for the LUMO energy is -0.291 Ha.